Record 1
Formula: C6H18N6O12
Source: OMol25
Level of theory: the ωB97M-V functional and the def2-TZVPD basis

The energy relative to the best compared isomer or geometry (same formula, charge and spin) comes out at 88.9 kJ/mol. Its HOMO energy is -10.628 eV. The value obtained for the total energy is -40006.7930 eV. As for the gap between HOMO and LUMO: 0.393 Eh. As for the SMILES: C[N+](=O)[O-].C[N+](=O)[O-].C[N+](=O)[O-].C[N+](=O)[O-].C[N+](=O)[O-].C[N+](=O)[O-]. The total charge is 0.

Element x y z (Å)
C  3.4533  4.3026  2.4445
N  2.5008  3.9511  3.5190
O  1.3404  4.3539  3.4084
O  2.8755  3.3193  4.4689
H  4.2987  3.6384  2.5205
H  3.8436  5.3280  2.5585
H  2.8518  4.2943  1.5229
C  -3.0325  -2.5623  0.5155
N  -2.3407  -3.8057  1.0693
O  -2.5917  -4.0474  2.2061
O  -1.5949  -4.3521  0.3184
H  -4.1105  -2.6011  0.5014
H  -2.7818  -2.3206  -0.5258
H  -2.6985  -1.7787  1.1663
C  0.2606  1.4730  -3.0887
N  0.6653  0.1919  -2.5254
O  1.8642  -0.0063  -2.2979
O  -0.1785  -0.6746  -2.4061
H  -0.3526  1.9360  -2.3168
H  -0.3275  1.3002  -3.9728
H  1.2302  1.9684  -3.2873
C  0.2001  -3.9704  4.2322
N  -0.1913  -2.5185  4.0764
O  -0.3365  -1.8475  5.0467
O  -0.4101  -2.1699  2.9231
H  0.0027  -4.3397  5.1776
H  1.2909  -4.0238  3.8926
H  -0.3775  -4.5140  3.3966
C  -0.6055  1.6031  2.5963
N  -0.7825  1.2808  1.1091
O  -1.3351  0.2632  0.7821
O  -0.2139  2.0770  0.3274
H  0.3011  2.1714  2.5530
H  -0.5174  0.5963  3.0671
H  -1.5024  2.0538  2.9806
C  -0.3920  -0.6529  -7.0987
N  0.3128  0.6071  -6.6380
O  1.4515  0.5142  -6.3040
O  -0.3831  1.6124  -6.6148
H  -0.8405  -1.0292  -6.1433
H  0.3897  -1.2781  -7.4390
H  -1.2360  -0.3439  -7.7220

***

Record 2
Formula: C13H32AlBBeBr2F4N2O11PS
Source: OMol25
Level of theory: the ωB97M-V functional and the def2-TZVPD basis

Its HOMO energy is -9.166 eV. The value obtained for the total energy is -218238.6045 eV. As for the gap between HOMO and LUMO: 0.061 Eh. The total charge is +1.

Element x y z (Å)
N  -0.8758  0.3360  5.0657
P  -1.3427  0.4885  3.5733
O  -0.6821  1.8772  2.8947
O  -2.9916  0.6313  3.5265
N  -0.7290  -0.8684  2.6022
C  0.7077  -1.2343  2.9024
C  1.1794  -1.9922  1.6070
O  0.4747  -3.2241  1.5732
C  -0.9371  -3.0524  1.5283
C  -1.5016  -2.1499  2.6854
H  -0.2864  1.1535  5.2426
H  0.1830  1.5813  2.5644
H  -3.3959  -0.0790  2.9907
H  -0.7335  -0.5850  1.5986
H  0.6860  -2.0045  3.6942
H  1.3318  -0.3664  3.1616
H  1.0093  -1.3496  0.7119
H  2.2678  -2.1618  1.6850
H  -1.4186  -4.0751  1.6700
H  -1.3177  -2.6182  0.5697
H  -1.4035  -2.6411  3.6731
H  -2.6030  -2.0238  2.4517
B  0.0236  1.6310  -0.5343
F  -0.0542  3.0304  -0.5699
F  -1.1804  1.1038  -0.0178
F  0.2342  1.1232  -1.8296
F  1.0847  1.2288  0.3244
Be  -3.3841  -1.5012  0.8479
Br  -3.2049  -4.9663  1.4644
C  0.0086  -2.6559  -4.2783
O  0.0486  -1.7247  -5.3575
C  0.2582  -0.4268  -4.9653
C  1.2187  0.2993  -5.8987
O  2.5440  -0.1493  -5.7838
C  2.8402  -1.4521  -6.2818
C  2.7309  -1.5928  -7.7912
O  1.3692  -1.5986  -8.1949
C  1.1420  -0.9351  -9.4275
H  -0.9385  -2.5626  -3.7386
H  0.0790  -3.6564  -4.7010
H  0.8485  -2.5093  -3.5969
H  0.6227  -0.3778  -3.9311
H  -0.7739  0.1262  -5.0067
H  1.2352  1.3500  -5.5993
H  0.8719  0.2812  -6.9308
H  2.2505  -2.2107  -5.7638
H  3.8818  -1.6301  -6.0073
H  3.1690  -2.5510  -8.0926
H  3.2843  -0.7812  -8.2717
H  1.6661  0.0250  -9.4673
H  0.0730  -0.7437  -9.5106
H  1.4600  -1.5665  -10.2625
C  0.0042  5.9580  6.3832
C  -0.5133  4.7311  5.6826
O  -0.4529  3.6399  6.1857
C  -1.1236  4.9154  4.3036
H  0.4083  5.6748  7.3529
H  0.7982  6.4188  5.7924
H  -0.8082  6.6734  6.5370
H  -0.3850  5.3326  3.6169
H  -1.9999  5.5886  4.3708
H  -1.4570  3.9496  3.9156
Br  -2.2163  0.4521  -6.1422
O  0.3491  -0.4728  7.8791
S  0.1005  -1.9154  7.8025
O  -1.3186  -2.1699  8.0694
O  0.9043  -2.6226  8.8036
O  0.4626  -2.3966  6.4635
Al  -3.7825  5.9942  4.1857

***

Record 3
Formula: C9H15Cl2FeO6PTm
Source: OMol25
Level of theory: the ωB97M-V functional and the def2-TZVPD basis

The energy relative to the best compared isomer or geometry (same formula, charge and spin) comes out at 135.5 kJ/mol. Its HOMO energy (alpha / beta) is -23.886 / -23.882 eV. The value obtained for the total energy is -120061.0994 eV. As for the gap between HOMO and LUMO (alpha / beta): 0.243 / 0.217 Eh. As for the expectation value of S²: 15.780. The multiplicity is 8. The total charge is +4.

Element x y z (Å)
Tm  2.3005  1.4850  -0.5013
Fe  0.0819  -0.0079  0.9992
Cl  1.8214  3.8818  -0.0588
Cl  2.2508  -0.5661  1.1769
C  -0.1680  -1.1603  -0.4862
C  2.9042  2.5817  -2.4600
C  4.4284  0.5808  -1.5250
O  -0.2530  -2.2866  -0.7837
O  3.0661  3.3721  -3.2893
O  5.3428  0.1530  -2.0875
C  -1.7549  -1.8307  4.4492
C  -1.3383  -1.6439  3.0072
O  -1.5453  -0.3095  2.6282
P  -2.2512  0.6152  0.7452
O  -3.4128  1.2597  1.6806
C  -4.4619  0.4897  2.3705
C  -4.9920  -0.6634  1.5208
O  -2.4086  1.7917  -0.4900
C  -3.6533  1.6748  -1.2948
C  -3.7097  0.3488  -1.9763
H  -1.1731  -1.2108  5.1287
H  -1.6078  -2.8619  4.7609
H  -2.7928  -1.5580  4.6102
H  -0.2626  -1.9213  2.9168
H  -1.8658  -2.3500  2.3312
H  -4.0616  0.1459  3.3473
H  -5.2796  1.2093  2.5686
H  -4.1901  -1.3853  1.2594
H  -5.7666  -1.1898  2.1048
H  -5.4839  -0.2628  0.6152
H  -4.5445  1.8579  -0.6620
H  -3.6030  2.5146  -1.9940
H  -3.6432  -0.4672  -1.2669
H  -4.6258  0.2793  -2.5453
H  -2.8798  0.2561  -2.6642

***

Record 4
Formula: C43H42AsI2N5O7Y
Source: OMol25
Level of theory: the ωB97M-V functional and the def2-TZVPD basis

The energy relative to the best compared isomer or geometry (same formula, charge and spin) comes out at 13.3 kJ/mol. Its HOMO energy is -4.971 eV. The value obtained for the total energy is -145148.0249 eV. As for the gap between HOMO and LUMO: 0.253 Eh. The total charge is -1.

Element x y z (Å)
Y  1.7863  0.6093  0.1490
I  4.7667  6.1325  5.3483
C  3.8918  4.5536  4.2926
C  3.0635  3.6586  4.9467
C  2.4853  2.6229  4.2322
I  1.2027  1.3140  5.2222
C  2.7115  2.4223  2.8515
O  2.1753  1.4405  2.1964
C  3.5489  3.3795  2.2169
C  3.7790  3.2828  0.7326
N  2.5078  3.1313  -0.0044
C  1.5497  4.1784  0.3205
C  0.2216  3.9190  -0.3310
C  -0.6997  4.9423  -0.5334
C  -1.9019  4.6478  -1.1506
C  -2.1318  3.3508  -1.5877
C  -1.1509  2.4055  -1.3547
N  -0.0171  2.6673  -0.7076
C  4.1186  4.4188  2.9313
H  2.8610  3.7627  6.0038
H  4.3919  2.4165  0.4849
H  4.3195  4.1794  0.4046
H  2.6960  3.1242  -1.0023
H  1.9088  5.1777  0.0387
H  1.4176  4.1937  1.4043
H  -0.4661  5.9487  -0.2093
H  -2.6422  5.4231  -1.3054
H  -3.0455  3.0644  -2.0931
H  -1.2632  1.3926  -1.7038
H  4.7444  5.1350  2.4115
O  7.4387  -2.4117  -0.1398
C  6.3820  -1.8466  -0.0706
C  5.2272  -2.2099  0.8714
O  5.2247  -3.1159  1.6658
C  4.1610  -1.2345  0.5632
C  4.6125  -0.3442  -0.4126
O  3.8124  0.6030  -0.8332
C  5.9239  -0.6661  -0.9134
O  6.5274  -0.1360  -1.8324
O  2.9778  -1.1402  1.0261
N  3.4274  0.7132  -3.5216
C  2.1148  0.9724  -3.4163
N  1.4284  1.1955  -4.5919
O  1.5108  1.0346  -2.3376
H  3.9169  0.9067  -4.3754
H  3.9405  0.7108  -2.6428
H  1.7966  0.7684  -5.4251
H  0.4307  1.1116  -4.4821
C  -6.3692  0.9655  -3.1632
C  -5.1727  0.5568  -2.3458
C  -5.1562  0.6953  -0.9674
C  -4.0523  0.3223  -0.2070
C  -4.1160  0.5530  1.2829
C  -2.9221  -0.2431  -0.8284
As  -1.4033  -0.5088  0.4361
N  0.1491  -0.9294  -0.4224
C  0.4147  -2.1390  -1.0570
C  1.6734  -2.3151  -1.6659
C  2.0058  -3.4777  -2.3356
C  1.0948  -4.5228  -2.4439
C  -0.1574  -4.3622  -1.8716
C  -0.4952  -3.1959  -1.1997
C  -1.8780  -2.1224  1.5089
C  -2.9899  -2.9754  1.3951
C  -3.9873  -2.9925  0.2585
C  -3.2073  -3.9509  2.3705
C  -2.3448  -4.1470  3.4319
C  -2.5883  -5.2207  4.4573
C  -1.2170  -3.3426  3.4979
C  -0.9670  -2.3449  2.5655
C  0.3251  -1.5848  2.7077
C  -2.9065  -0.3379  -2.2317
C  -1.7310  -0.8427  -3.0318
C  -4.0323  0.0535  -2.9538
H  -7.2026  1.2539  -2.5223
H  -6.7030  0.1490  -3.8063
H  -6.1343  1.8139  -3.8104
H  -6.0223  1.1137  -0.4632
H  -5.0540  1.0387  1.5519
H  -3.2919  1.1868  1.6189
H  -4.0431  -0.3794  1.8461
H  2.4075  -1.5184  -1.6232
H  2.9932  -3.5666  -2.7745
H  1.3585  -5.4375  -2.9590
H  -0.8938  -5.1554  -1.9452
H  -1.4806  -3.1079  -0.7777
H  -3.5854  -2.6246  -0.6757
H  -4.8701  -2.3900  0.4883
H  -4.3247  -4.0186  0.0990
H  -4.0749  -4.5968  2.2673
H  -3.5558  -5.6994  4.3042
H  -2.5672  -4.8101  5.4685
H  -1.8173  -5.9921  4.4034
H  -0.4976  -3.4954  4.2969
H  0.7689  -1.7721  3.6840
H  0.1887  -0.5060  2.6236
H  1.0511  -1.8950  1.9537
H  -0.7742  -0.5202  -2.6211
H  -1.8162  -0.4961  -4.0643
H  -1.7033  -1.9329  -3.0503
H  -4.0080  -0.0385  -4.0363

***

Which formula does entry 4 have? C43H42AsI2N5O7Y